Formula: C31H36N3O
Source: the Open Molecules 2025 dataset
Level of theory: ωB97M-V/def2-TZVPD

Computed properties:
Orbital gap in eV: 5.897
ΔE to the lowest compared entry with this formula, charge and spin in kJ/mol: 267.3
Charge: +1
Electronic energy in Ha: -1442.08799

Bonds (Å) are listed after each position.
Positions of all 71 atoms, in Å:
1 C 2.3591 2.7909 5.1710  N2 1.467, H30 1.097, H31 1.102, H32 1.096
2 N 1.7900 1.4432 5.0671  C1 1.467, C3 1.426, C9 1.415
3 C 0.9842 1.0328 6.1697  N2 1.426, C4 1.403, C8 1.405
4 C -0.2631 1.6331 6.3957  C3 1.403, C5 1.394, H33 1.093
5 C -1.0295 1.2542 7.4972  C4 1.394, C6 1.403, H34 1.091
6 C -0.5484 0.2800 8.3847  C5 1.403, C7 1.402, H35 1.091
7 C 0.7035 -0.3122 8.1662  C6 1.402, C8 1.394, H36 1.092
8 C 1.4695 0.0634 7.0632  C3 1.405, C7 1.394, H37 1.091
9 C 1.4875 0.9945 3.7602  N2 1.415, C10 1.413, C29 1.405
10 C 2.1135 -0.1700 3.2612  C9 1.413, C11 1.378, H38 1.093
11 C 1.8289 -0.6189 1.9902  C10 1.378, C12 1.432, H39 1.093
12 C 0.8967 0.0594 1.1412  C11 1.432, C13 1.419, C28 1.431
13 C 0.6175 -0.5088 -0.1291  C12 1.419, C14 1.419, H40 1.093
14 C -0.4430 -0.2085 -1.0234  C13 1.419, C15 1.433, C27 1.431
15 C -0.4304 -0.8284 -2.3152  C14 1.433, C16 1.379, H41 1.093
16 C -1.4147 -0.5847 -3.2505  C15 1.379, C17 1.413, H42 1.093
17 C -2.4776 0.2975 -2.9523  C16 1.413, N18 1.417, C26 1.404
18 N -3.4731 0.5507 -3.9285  C17 1.417, C19 1.467, C20 1.427
19 C -3.3397 1.8259 -4.6419  N18 1.467, H43 1.096, H44 1.103, H45 1.097
20 C -4.8067 0.0911 -3.7100  N18 1.427, C21 1.399, C25 1.406
21 C -5.6868 0.8053 -2.8893  C20 1.399, C22 1.396, H46 1.093
22 C -6.9824 0.3274 -2.6832  C21 1.396, C23 1.403, H47 1.091
23 C -7.4074 -0.8479 -3.3202  C22 1.403, C24 1.403, H48 1.091
24 C -6.5343 -1.5456 -4.1683  C23 1.403, C25 1.393, H49 1.092
25 C -5.2364 -1.0787 -4.3612  C20 1.406, C24 1.393, H50 1.091
26 C -2.5246 0.9139 -1.6917  C17 1.404, C27 1.385, H51 1.094
27 C -1.5697 0.6247 -0.7312  C14 1.431, C26 1.385, H52 1.085
28 C 0.3505 1.2842 1.6412  C12 1.431, C29 1.385, H53 1.087
29 C 0.6144 1.7179 2.9297  C9 1.405, C28 1.385, H54 1.096
30 H 3.0478 2.9494 4.3323  C1 1.097
31 H 1.5831 3.5725 5.1575  C1 1.102
32 H 2.9135 2.8555 6.1146  C1 1.096
33 H -0.6156 2.3913 5.6913  C4 1.093
34 H -2.0022 1.7221 7.6591  C5 1.091
35 H -1.1506 -0.0169 9.2446  C6 1.091
36 H 1.0867 -1.0677 8.8545  C7 1.092
37 H 2.4511 -0.3687 6.8621  C8 1.091
38 H 2.8318 -0.6800 3.9079  C10 1.093
39 H 2.3178 -1.5147 1.5980  C11 1.093
40 H 1.2799 -1.3222 -0.4360  C13 1.093
41 H 0.3838 -1.5227 -2.5396  C15 1.093
42 H -1.4103 -1.0697 -4.2298  C16 1.093
43 H -4.1205 1.8783 -5.4088  C19 1.096
44 H -3.4316 2.6924 -3.9660  C19 1.103
45 H -2.3526 1.8581 -5.1193  C19 1.097
46 H -5.3346 1.7202 -2.4066  C21 1.093
47 H -7.6559 0.8777 -2.0236  C22 1.091
48 H -8.4200 -1.2195 -3.1567  C23 1.091
49 H -6.8615 -2.4531 -4.6796  C24 1.092
50 H -4.5245 -1.5852 -5.0152  C25 1.091
51 H -3.3425 1.6058 -1.4683  C26 1.094
52 H -1.7136 1.0383 0.2618  C27 1.085
53 H -0.2673 1.9159 1.0087  C28 1.087
54 H 0.1340 2.6232 3.3173  C29 1.096
55 C 4.5148 -3.7848 -2.1266  C56 1.526, H61 1.092, H62 1.093, H63 1.095
56 C 4.8727 -2.6959 -3.1347  C55 1.526, C57 1.523, H64 1.098, H65 1.097
57 C 4.0056 -1.4496 -3.0172  C56 1.523, C58 1.528, N60 1.472, H66 1.103
58 C 4.3342 -0.4153 -4.0933  C57 1.528, O59 1.419, H67 1.103, H68 1.103
59 O 3.5199 0.7108 -3.8069  C58 1.419, H69 0.967
60 N 4.1122 -0.8653 -1.6707  C57 1.472, H70 1.020, H71 1.020
61 H 5.1485 -4.6614 -2.2759  C55 1.092
62 H 4.6663 -3.4236 -1.1060  C55 1.093
63 H 3.4717 -4.0977 -2.2391  C55 1.095
64 H 5.9236 -2.3991 -3.0179  C56 1.098
65 H 4.7565 -3.0739 -4.1579  C56 1.097
66 H 2.9545 -1.7631 -3.1342  C57 1.103
67 H 5.4002 -0.1488 -3.9941  C58 1.103
68 H 4.0917 -0.8252 -5.0876  C58 1.103
69 H 3.6762 1.3917 -4.4760  O59 0.967
70 H 5.0931 -0.6699 -1.4693  N60 1.020
71 H 3.5849 0.0044 -1.5953  N60 1.020

Results of the Löwdin charge analysis, in e, for atoms 1 through 5: -0.04, -0.14, -0.25, -0.02, -0.07